Here is a molecular structure, C12H33AlAsF10N5O11S4 in a non-equilibrium geometry from OMol25. Energies are from ωB97M-V/def2-TZVPD.

Summary:
M: 843.57 g/mol
Energy: -180884.959 eV
E_LUMO: -9.010 eV
Relative energy (zero: lowest compared OMol25 entry of this formula, charge and spin): 237.16 kcal/mol

CARTESIAN COORDINATES (ANGSTROEM)
Al: 0.127 -0.687 0.008
As: -0.869 -4.298 7.378
F: 0.507 -5.389 6.952
F: -2.173 -5.474 6.761
F: -2.325 -3.181 7.745
F: 0.240 -3.034 8.016
F: -0.623 -3.558 5.779
F: -1.058 -5.052 9.061
N: -3.569 3.439 -1.848
S: -4.636 4.300 -1.251
O: -6.026 3.801 -1.345
O: -4.405 5.755 -1.203
F: -4.231 4.001 0.311
S: -3.716 4.173 -3.373
O: -2.634 5.000 -3.910
O: -5.046 4.405 -3.964
F: -3.488 2.757 -4.170
N: 5.741 -1.383 1.283
S: 6.630 -2.438 2.049
O: 6.954 -2.247 3.465
O: 7.535 -3.265 1.264
F: 5.346 -3.435 2.025
S: 7.127 -0.509 0.949
O: 7.942 -0.998 -0.162
O: 7.783 0.223 2.043
F: 6.382 0.642 0.082
C: 1.406 4.028 6.347
C: 1.000 3.824 4.850
C: 2.120 4.146 3.827
O: 1.676 4.107 2.450
C: 1.211 5.387 1.969
N: 0.517 2.492 4.783
H: 2.134 4.835 6.434
H: 1.880 3.223 6.908
H: 0.541 4.491 6.822
H: 0.198 4.548 4.708
H: 2.923 3.419 3.951
H: 2.515 5.119 4.121
H: 1.079 5.303 0.890
H: 2.007 6.096 2.197
H: 0.282 5.638 2.480
H: 1.226 1.882 5.165
H: -0.152 2.433 5.538
C: -6.475 -3.755 -3.375
C: -5.568 -2.978 -2.376
C: -6.001 -3.268 -0.925
O: -5.256 -2.422 -0.017
C: -5.849 -2.408 1.241
N: -4.237 -3.460 -2.613
H: -6.230 -4.811 -3.487
H: -6.433 -3.322 -4.374
H: -7.535 -3.718 -3.125
H: -5.593 -1.897 -2.515
H: -5.839 -4.336 -0.783
H: -7.043 -2.951 -0.874
H: -6.853 -1.986 1.274
H: -5.318 -1.741 1.921
H: -5.835 -3.352 1.786
H: -4.343 -4.392 -2.239
H: -4.176 -3.572 -3.615
C: 3.497 1.111 -6.813
C: 2.850 0.139 -5.786
C: 3.604 -1.113 -5.503
O: 3.127 -1.904 -4.459
C: 3.749 -3.132 -4.355
N: 2.769 0.997 -4.661
H: 3.427 0.638 -7.792
H: 4.566 1.157 -6.603
H: 3.022 2.088 -6.896
H: 1.867 -0.152 -6.156
H: 4.642 -0.867 -5.281
H: 3.600 -1.660 -6.445
H: 3.457 -3.880 -3.618
H: 4.827 -3.040 -4.225
H: 3.608 -3.638 -5.311
H: 3.679 1.337 -4.382
H: 2.215 1.767 -5.006

These are the Mulliken partial charges, in e, on atoms 1 to 6: Al 0.988; As 1.981; F -0.481; F -0.507; F -0.518; F -0.483



Here is 3 unconnected molecules or ions with the total composition C8H21N2S in a non-equilibrium geometry from OMol25. Energies are from ωB97M-V/def2-TZVPD.

Summary:
M: 177.34 g/mol
Net charge: +1
Energy: -22440.260 eV
E_LUMO (alpha / beta): -3.948 / -3.437 eV
Relative energy (zero: lowest compared OMol25 entry of this formula, charge and spin): 78.53 kcal/mol

CARTESIAN COORDINATES (ANGSTROEM)
C: 1.068 -1.093 -2.066
C: 1.361 -2.277 1.520
C: -3.403 2.055 -0.447
C: 0.002 -1.279 -0.949
C: 1.414 -0.832 1.065
C: -3.012 0.614 -0.614
C: 0.147 -0.452 0.231
C: -0.967 0.344 0.813
N: -1.048 0.787 2.153
N: 0.125 1.001 -0.006
S: 3.453 1.616 -0.315
H: 2.043 -1.105 -1.595
H: 0.810 0.025 -2.449
H: 0.988 -1.930 -2.811
H: 1.941 -2.488 2.507
H: 0.347 -2.655 1.931
H: 1.722 -2.947 0.744
H: -4.091 2.188 0.344
H: -3.922 2.251 -1.376
H: -2.534 2.728 -0.278
H: -0.062 -2.383 -0.815
H: -0.892 -0.937 -1.574
H: 1.360 -0.097 1.985
H: 2.339 -0.555 0.527
H: -3.461 -0.270 -0.290
H: -2.131 0.558 -1.196
H: -1.294 0.146 2.892
H: -1.681 1.555 2.153
H: 1.060 1.412 0.402
H: 4.149 2.061 -1.379
H: -0.069 1.255 -0.990
H: 4.238 0.705 -0.113

These are the Mulliken partial charges, in e, on atoms 1 to 6: C -0.890; C -1.356; C -1.083; C -0.936; C -0.251; C -0.145



Here is C3H6N4O in the gas phase in a non-equilibrium geometry from OMol25. Energies are from ωB97M-V/def2-TZVPD.

Summary:
M: 114.11 g/mol
Structure (SMILES): COCc1nn[nH]n1
Energy: -11213.727 eV
E_LUMO: 0.988 eV
Relative energy (zero: lowest compared OMol25 entry of this formula, charge and spin): 70.34 kcal/mol

CARTESIAN COORDINATES (ANGSTROEM)
C: -2.314 0.889 -0.474
O: -2.059 -0.511 -0.324
C: -1.117 -0.757 0.688
C: 0.259 -0.356 0.276
N: 1.193 -1.061 -0.404
N: 2.264 -0.309 -0.565
N: 1.909 0.832 0.058
N: 0.714 0.828 0.656
H: -3.384 1.060 -0.966
H: -1.451 1.366 -1.021
H: -2.390 1.339 0.615
H: -1.205 -1.835 1.003
H: -1.205 -0.170 1.633
H: 2.590 1.642 0.168

These are the Mulliken partial charges, in e, on atoms 1 to 6: C -0.563; O -0.371; C -0.413; C 0.636; N -0.296; N -0.417



Here is 16 unconnected molecules or ions with the total composition C90H202N10O16 in a non-equilibrium geometry from OMol25. Energies are from ωB97M-V/def2-TZVPD.

Summary:
M: 1680.66 g/mol
Energy: -144251.660 eV
E_LUMO: -0.073 eV
Relative energy (zero: lowest compared OMol25 entry of this formula, charge and spin): 0.00 kcal/mol

CARTESIAN COORDINATES (ANGSTROEM)
O: -0.850 -3.595 2.860
H: -0.441 -2.859 3.315
H: -1.346 -3.191 2.148
O: 0.352 -1.373 3.850
H: -0.093 -0.704 4.370
H: 1.267 -1.324 4.126
O: -0.856 -0.642 -4.902
H: -1.775 -0.774 -5.138
H: -0.880 -0.387 -3.980
O: -3.246 -2.700 -3.038
H: -3.937 -2.495 -2.409
H: -3.323 -2.022 -3.710
O: 2.205 -0.706 -5.784
H: 2.604 -1.400 -5.260
H: 1.278 -0.727 -5.545
O: -0.928 -4.191 -4.053
H: -1.403 -3.473 -3.634
H: -0.144 -3.779 -4.417
C: -8.290 1.810 -2.525
C: -7.960 2.256 -3.970
C: -8.330 3.753 -4.167
C: -7.340 4.807 -3.616
C: -5.937 4.442 -4.017
C: -5.565 2.902 -3.728
N: -6.561 1.985 -4.313
O: -6.200 0.678 -4.267
C: -4.261 2.732 -4.509
C: -5.190 2.713 -2.207
C: -8.866 1.432 -4.888
H: -8.103 2.627 -1.829
H: -7.694 0.952 -2.215
H: -9.340 1.544 -2.407
H: -8.623 3.987 -5.191
H: -9.264 3.903 -3.626
H: -7.372 4.946 -2.536
H: -7.515 5.802 -4.026
H: -5.286 5.189 -3.562
H: -5.861 4.511 -5.102
H: -3.691 1.844 -4.236
H: -4.460 2.733 -5.580
H: -3.596 3.559 -4.262
H: -6.015 2.952 -1.535
H: -4.982 1.660 -2.015
H: -4.349 3.378 -2.011
H: -9.892 1.730 -4.675
H: -8.772 0.364 -4.688
H: -8.710 1.492 -5.965
H: -6.490 0.337 -5.116
C: -4.751 -4.123 3.418
C: -5.726 -5.174 2.765
C: -6.906 -4.445 2.050
C: -6.638 -3.650 0.711
C: -6.007 -4.698 -0.233
C: -4.775 -5.467 0.318
N: -5.029 -5.948 1.720
O: -4.017 -6.842 2.284
C: -4.536 -6.669 -0.597
C: -3.526 -4.541 0.196
C: -6.412 -6.058 3.850
H: -4.521 -3.291 2.753
H: -3.867 -4.610 3.829
H: -5.361 -3.740 4.236
H: -7.776 -5.099 1.997
H: -7.268 -3.696 2.754
H: -5.976 -2.804 0.897
H: -7.518 -3.294 0.175
H: -5.732 -4.269 -1.196
H: -6.797 -5.439 -0.359
H: -3.762 -7.266 -0.112
H: -5.385 -7.339 -0.732
H: -4.234 -6.431 -1.617
H: -3.194 -4.278 -0.808
H: -3.830 -3.559 0.556
H: -2.666 -4.924 0.744
H: -7.221 -6.697 3.497
H: -6.860 -5.418 4.609
H: -5.651 -6.694 4.304
H: -3.175 -6.457 2.029
C: 0.130 -7.654 0.826
C: 0.338 -7.431 -0.728
C: 1.700 -6.710 -0.938
C: 2.981 -7.538 -0.657
C: 2.942 -8.805 -1.516
C: 1.617 -9.675 -1.410
N: 0.434 -8.711 -1.488
O: -0.756 -9.397 -1.423
C: 1.592 -10.593 -2.652
C: 1.609 -10.516 -0.112
C: -0.689 -6.461 -1.271
H: -0.022 -6.686 1.304
H: 0.982 -8.127 1.315
H: -0.675 -8.375 0.967
H: 1.678 -6.376 -1.976
H: 1.736 -5.812 -0.322
H: 2.986 -7.855 0.386
H: 3.880 -6.967 -0.888
H: 3.836 -9.348 -1.209
H: 3.217 -8.617 -2.554
H: 1.640 -9.918 -3.507
H: 2.537 -11.135 -2.616
H: 0.766 -11.301 -2.712
H: 2.513 -11.125 -0.134
H: 1.796 -10.040 0.850
H: 0.810 -11.257 -0.083
H: -0.733 -5.663 -0.529
H: -1.705 -6.857 -1.257
H: -0.437 -6.042 -2.245
H: -0.832 -9.575 -0.483
C: 3.875 3.925 -6.880
C: 2.920 4.182 -5.729
C: 3.006 5.680 -5.433
C: 1.997 6.092 -4.323
C: 0.584 5.714 -4.842
C: 0.327 4.303 -5.258
N: 1.505 3.761 -5.997
O: 1.314 2.466 -6.503
C: -0.018 3.418 -4.065
C: -0.857 4.303 -6.227
C: 3.497 3.341 -4.483
H: 4.085 2.881 -7.116
H: 4.812 4.475 -6.789
H: 3.486 4.371 -7.795
H: 3.984 5.915 -5.012
H: 3.017 6.273 -6.348
H: 2.044 7.136 -4.014
H: 2.300 5.554 -3.424
H: 0.273 6.483 -5.550
H: -0.041 6.028 -4.006
H: -0.824 3.795 -3.437
H: -0.215 2.407 -4.423
H: 0.841 3.259 -3.413
H: -1.090 3.396 -6.784
H: -1.718 4.726 -5.709
H: -0.709 4.978 -7.071
H: 3.019 3.434 -3.507
H: 4.557 3.333 -4.232
H: 3.287 2.295 -4.704
H: 1.629 1.931 -5.770
C: 7.458 -0.658 6.279
C: 7.041 -0.349 4.784
C: 7.523 -1.473 3.812
C: 6.686 -2.696 3.988
C: 5.162 -2.384 3.721
C: 4.614 -1.164 4.523
N: 5.586 -0.072 4.582
O: 5.110 0.977 5.334
C: 3.409 -0.562 3.746
C: 4.182 -1.703 5.908
C: 7.801 0.850 4.297
H: 6.755 -1.339 6.757
H: 7.460 0.245 6.890
H: 8.424 -1.161 6.260
H: 7.502 -1.182 2.762
H: 8.561 -1.690 4.065
H: 6.823 -3.129 4.979
H: 7.160 -3.463 3.375
H: 4.716 -3.322 4.050
H: 5.002 -2.346 2.644
H: 2.689 -1.261 3.322
H: 2.891 0.168 4.366
H: 3.797 0.107 2.978
H: 3.171 -2.092 5.789
H: 4.798 -2.407 6.466
H: 3.831 -0.910 6.569
H: 7.787 0.908 3.209
H: 8.864 0.888 4.535
H: 7.421 1.809 4.649
H: 4.863 0.452 6.099
C: 4.695 2.632 1.871
C: 5.093 3.779 0.981
C: 3.874 4.180 0.177
C: 4.001 5.527 -0.452
C: 4.231 6.565 0.655
C: 5.435 6.285 1.567
N: 5.481 4.887 1.907
O: 6.514 4.578 2.804
C: 6.672 6.719 0.709
C: 5.344 7.215 2.810
C: 6.253 3.263 0.089
H: 4.615 1.729 1.265
H: 3.800 2.778 2.475
H: 5.489 2.326 2.551
H: 3.598 3.479 -0.611
H: 2.985 4.100 0.802
H: 3.031 5.768 -0.889
H: 4.711 5.648 -1.270
H: 3.366 6.782 1.281
H: 4.400 7.566 0.259
H: 7.597 6.385 1.179
H: 6.833 6.302 -0.285
H: 6.723 7.789 0.504
H: 5.383 8.230 2.417
H: 4.502 7.016 3.473
H: 6.186 7.066 3.486
H: 5.917 2.359 -0.421
H: 7.137 2.959 0.649
H: 6.528 3.910 -0.744
H: 6.063 4.594 3.652
C: 0.357 3.667 3.196
C: -0.482 4.773 2.578
C: 0.120 5.019 1.197
C: -0.778 5.772 0.189
C: -2.247 5.071 0.231
C: -2.857 4.852 1.568
N: -1.886 4.226 2.485
O: -2.484 3.951 3.734
C: -3.502 6.160 1.951
C: -4.007 3.783 1.339
C: -0.382 6.089 3.341
H: 0.273 2.715 2.671
H: 0.121 3.599 4.258
H: 1.419 3.912 3.187
H: 1.011 5.618 1.385
H: 0.552 4.127 0.743
H: -0.451 5.767 -0.851
H: -0.778 6.813 0.512
H: -2.013 4.080 -0.158
H: -2.943 5.591 -0.428
H: -3.629 6.149 3.033
H: -2.737 6.930 1.849
H: -4.405 6.377 1.381
H: -4.520 3.533 2.268
H: -4.745 4.055 0.584
H: -3.648 2.800 1.035
H: -0.937 6.061 4.279
H: -0.717 6.970 2.793
H: 0.634 6.409 3.576
H: -2.662 3.030 3.531
C: -6.696 4.914 4.106
C: -7.287 3.477 3.657
C: -7.729 3.543 2.174
C: -8.070 2.229 1.521
C: -6.810 1.350 1.582
C: -6.278 1.145 3.074
N: -6.170 2.509 3.750
O: -5.657 2.357 5.031
C: -7.197 0.119 3.807
C: -4.870 0.409 2.927
C: -8.513 3.198 4.591
H: -6.031 5.227 3.301
H: -7.596 5.526 4.151
H: -6.198 4.922 5.076
H: -8.657 4.114 2.148
H: -7.044 4.082 1.520
H: -8.871 1.631 1.956
H: -8.331 2.354 0.470
H: -6.072 1.659 0.842
H: -7.100 0.374 1.192
H: -8.188 0.133 3.354
H: -7.327 0.466 4.832
H: -6.799 -0.894 3.747
H: -4.162 1.066 2.423
H: -4.855 -0.568 2.445
H: -4.419 0.235 3.904
H: -9.080 2.298 4.353
H: -8.214 2.956 5.611
H: -9.281 3.972 4.598
H: -5.005 3.061 5.021
C: -1.327 0.509 1.018
C: -1.195 0.307 -0.549
C: -0.283 1.287 -1.222
C: 1.239 1.014 -0.947
C: 1.595 -0.349 -1.514
C: 0.656 -1.501 -0.942
N: -0.756 -1.076 -0.884
O: -1.681 -2.035 -0.385
C: 0.889 -2.662 -1.867
C: 1.101 -2.004 0.444
C: -2.559 0.469 -1.271
H: -2.076 -0.142 1.469
H: -1.685 1.502 1.287
H: -0.372 0.309 1.503
H: -0.407 1.214 -2.302
H: -0.443 2.317 -0.903
H: 1.358 1.202 0.120
H: 1.856 1.801 -1.380
H: 2.667 -0.435 -1.333
H: 1.584 -0.339 -2.604
H: 0.311 -3.537 -1.570
H: 0.734 -2.399 -2.913
H: 1.938 -2.950 -1.793
H: 0.929 -1.318 1.273
H: 0.498 -2.900 0.588
H: 2.119 -2.394 0.445
H: -2.482 0.032 -2.267
H: -2.885 1.505 -1.364
H: -3.309 -0.067 -0.688
H: -2.022 -2.359 -1.222
C: 6.642 -2.116 -2.583
C: 7.008 -1.890 -1.109
C: 5.682 -2.151 -0.342
C: 5.251 -3.563 -0.139
C: 6.410 -4.351 0.456
C: 7.821 -4.180 -0.255
N: 8.064 -2.756 -0.551
O: 9.266 -2.547 -1.184
C: 8.873 -4.751 0.819
C: 7.889 -5.030 -1.564
C: 7.372 -0.400 -0.903
H: 5.746 -2.664 -2.874
H: 7.480 -2.468 -3.183
H: 6.432 -1.174 -3.089
H: 5.755 -1.828 0.696
H: 4.875 -1.507 -0.691
H: 5.031 -4.042 -1.094
H: 4.342 -3.545 0.462
H: 5.996 -5.357 0.524
H: 6.518 -4.047 1.497
H: 8.599 -5.742 1.179
H: 9.773 -4.922 0.228
H: 9.048 -4.030 1.617
H: 8.885 -5.096 -2.002
H: 7.468 -6.015 -1.364
H: 7.117 -4.673 -2.244
H: 6.617 0.302 -1.256
H: 8.328 -0.146 -1.361
H: 7.513 -0.236 0.166
H: 9.878 -2.336 -0.474

These are the Mulliken partial charges, in e, on atoms 1 to 6: O -0.625; H 0.405; H 0.147; O -0.586; H 0.221; H 0.319



Here is C15H17BO4 in the gas phase in a non-equilibrium geometry from OMol25. Energies are from ωB97M-V/def2-TZVPD.

Summary:
M: 272.11 g/mol
Structure (SMILES): CCCc1ccc(Oc2cccc(B(O)O)c2)c(O)c1
Energy: -24699.824 eV
E_LUMO: 0.426 eV
Relative energy (zero: lowest compared OMol25 entry of this formula, charge and spin): 0.00 kcal/mol

CARTESIAN COORDINATES (ANGSTROEM)
C: 4.011 3.253 2.281
C: 3.115 2.209 1.558
C: 2.677 2.670 0.176
C: 1.741 1.678 -0.479
C: 0.387 1.713 -0.182
C: -0.497 0.901 -0.856
C: -0.054 0.018 -1.837
O: -0.905 -0.865 -2.547
C: -1.896 -1.537 -1.786
C: -3.173 -1.765 -2.308
C: -4.178 -2.224 -1.473
C: -3.910 -2.511 -0.139
C: -2.627 -2.376 0.356
B: -2.266 -2.423 1.878
O: -1.625 -1.373 2.489
O: -2.676 -3.491 2.686
C: -1.624 -1.886 -0.465
C: 1.335 -0.104 -2.059
O: 1.695 -1.083 -2.966
C: 2.206 0.763 -1.405
H: 4.379 2.902 3.254
H: 3.463 4.174 2.452
H: 4.890 3.501 1.697
H: 2.222 1.968 2.164
H: 3.648 1.247 1.489
H: 3.573 2.813 -0.475
H: 2.217 3.658 0.237
H: 0.017 2.406 0.555
H: -1.548 0.855 -0.558
H: -3.420 -1.485 -3.328
H: -5.173 -2.293 -1.867
H: -4.730 -2.815 0.525
H: -1.520 -1.543 3.436
H: -3.319 -4.121 2.347
H: -0.643 -1.779 -0.066
H: 0.918 -1.678 -3.210
H: 3.288 0.621 -1.577

These are the Mulliken partial charges, in e, on atoms 1 to 6: C -1.232; C -0.208; C -1.243; C 0.657; C -0.764; C 0.046



Here is C2H3O2P in the gas phase in a non-equilibrium geometry from OMol25. Energies are from ωB97M-V/def2-TZVPD.

Summary:
M: 90.02 g/mol
Structure (SMILES): O=CPC=O
Energy: -15503.992 eV
E_LUMO: -0.200 eV
Relative energy (zero: lowest compared OMol25 entry of this formula, charge and spin): 44.99 kcal/mol

CARTESIAN COORDINATES (ANGSTROEM)
O: -1.074 -0.869 -1.549
C: -0.102 -0.173 -1.336
P: 1.134 -0.672 0.071
C: 0.070 0.638 1.201
O: -0.594 0.231 2.115
H: 0.158 0.849 -1.786
H: 0.353 -1.634 0.495
H: 0.054 1.630 0.789

These are the Mulliken partial charges, in e, on atoms 1 to 6: O -0.424; C 0.045; P 0.000; C 0.037; O -0.393; H 0.335



Here is 2 unconnected molecules or ions with the total composition C2H4BrN in a non-equilibrium geometry from OMol25. Energies are from ωB97M-V/def2-TZVPD.

Summary:
M: 121.96 g/mol
Structure (SMILES): N#CBr.C
Energy: -73670.056 eV
E_LUMO: 0.180 eV
Relative energy (zero: lowest compared OMol25 entry of this formula, charge and spin): 21.59 kcal/mol

CARTESIAN COORDINATES (ANGSTROEM)
N: 1.812 2.045 0.388
C: 2.045 0.922 0.475
Br: 2.438 -0.831 0.383
C: -1.205 -0.481 -0.266
H: -2.291 -0.538 -0.531
H: -0.793 -1.401 -0.485
H: -1.161 -0.108 0.846
H: -0.845 0.393 -0.810

These are the Mulliken partial charges, in e, on atoms 1 to 6: N -0.353; C 0.270; Br 0.078; C -1.039; H 0.283; H 0.262